[1]
{
  "formula": "C3H11N3O",
  "method": "ωB97M-V with the def2-TZVPD basis set",
  "e_tot_ha": -360.04073,
  "multiplicity": 2,
  "homo_ev": [-13.98, -13.98],
  "e_above_lowest_kj_mol": 193.6,
  "mol_weight_g_mol": 105.1,
  "homo_lumo_gap_ev": [10.288, 5.202],
  "largest_force_ha_per_bohr": 0.108,
  "total_charge": 1,
  "s_squared": 0.78,
  "lumo_ev": [-3.69, -8.78],
  "symbols": ["C", "C", "N", "C", "N", "N", "H", "H", "H", "H", "H", "H", "H", "H", "H", "H", "H", "O"],
  "coordinates": [[1.871, 0.812, 2.298], [0.411, 0.552, 1.735], [0.710, 0.836, 0.277], [-0.438, 0.695, -0.670], [-1.621, 1.188, -0.047], [-0.535, -0.005, -1.764], [2.134, 1.756, 1.919], [1.707, 0.837, 3.383], [2.531, 0.062, 2.053], [-0.273, 1.324, 1.969], [0.139, -0.431, 1.946], [1.437, 0.178, 0.005], [-2.414, 1.138, -0.609], [-1.503, 2.131, 0.351], [0.304, -0.464, -1.921], [-2.252, -3.610, -3.313], [-0.720, -3.849, -3.886], [-1.490, -3.152, -3.728]]
}


[2]
{
  "formula": "C3H11N3O2P2S",
  "method": "ωB97M-V with the def2-TZVPD basis set",
  "e_tot_ha": -1516.44658,
  "multiplicity": 1,
  "homo_ev": -7.54,
  "e_above_lowest_kj_mol": 0.0,
  "smiles": "CN/C(=N/[PH2]=P)NS(C)(=O)=O",
  "mol_weight_g_mol": 215.2,
  "homo_lumo_gap_ev": 7.738,
  "largest_force_ha_per_bohr": 0.076,
  "lumo_ev": 0.20,
  "symbols": ["C", "N", "C", "N", "P", "P", "N", "S", "C", "O", "O", "H", "H", "H", "H", "H", "H", "H", "H", "H", "H", "H"],
  "coordinates": [[2.087, -2.262, 0.564], [1.702, -0.941, 0.402], [0.424, -0.601, 0.594], [-0.546, -1.495, 0.621], [-2.191, -1.051, 0.213], [-3.730, 0.555, -0.176], [0.044, 0.721, 0.768], [0.743, 2.108, 0.015], [0.117, 2.002, -1.684], [2.153, 1.909, 0.059], [0.156, 3.267, 0.625], [2.027, -2.695, 1.567], [1.545, -2.938, -0.201], [3.097, -2.309, 0.219], [2.444, -0.260, 0.388], [-2.915, -1.832, 1.105], [-2.362, -1.989, -0.859], [-3.824, 1.031, 1.240], [-0.902, 0.930, 0.693], [-0.339, 0.951, -1.953], [-0.692, 2.754, -1.734], [0.962, 2.145, -2.465]]
}


[3]
{
  "formula": "C3H11N3S",
  "method": "ωB97M-V with the def2-TZVPD basis set",
  "e_tot_ha": -683.29737,
  "multiplicity": 1,
  "homo_ev": -8.78,
  "e_above_lowest_kj_mol": 178.7,
  "mol_weight_g_mol": 121.2,
  "homo_lumo_gap_ev": 9.471,
  "largest_force_ha_per_bohr": 0.026,
  "lumo_ev": 0.69,
  "symbols": ["C", "C", "C", "N", "N", "N", "S", "H", "H", "H", "H", "H", "H", "H", "H", "H", "H", "H"],
  "coordinates": [[-0.124, -1.791, -0.074], [-1.518, 0.358, 0.142], [-0.302, -0.452, 0.610], [2.297, -0.499, 0.457], [-1.461, 1.765, 0.471], [0.860, 0.997, -1.286], [1.210, 0.599, 0.401], [0.919, -2.093, 0.031], [-0.756, -2.547, 0.386], [-0.378, -1.726, -1.131], [-1.607, 0.285, -0.944], [-1.283, 1.897, 1.460], [-2.423, -0.067, 0.588], [-0.335, -0.591, 1.696], [3.195, -0.143, 0.750], [-0.720, 2.210, -0.056], [0.868, 0.159, -1.860], [1.560, 1.642, -1.640]]
}


[4]
{
  "formula": "C3H11N4",
  "method": "ωB97M-V with the def2-TZVPD basis set",
  "e_tot_ha": -339.82611,
  "multiplicity": 2,
  "homo_ev": [-5.56, -9.03],
  "e_above_lowest_kj_mol": 68.5,
  "mol_weight_g_mol": 103.1,
  "homo_lumo_gap_ev": [6.437, 9.868],
  "largest_force_ha_per_bohr": 0.027,
  "s_squared": 0.75,
  "lumo_ev": [0.88, 0.84],
  "symbols": ["C", "C", "N", "H", "H", "H", "H", "H", "N", "C", "N", "N", "H", "H", "H", "H", "H", "H"],
  "coordinates": [[1.006, 1.716, 1.744], [2.293, -0.094, 2.407], [2.278, 1.058, 1.894], [1.040, 2.623, 2.351], [0.108, 1.141, 2.012], [0.861, 2.060, 0.718], [3.264, -0.564, 2.522], [1.367, -0.585, 2.723], [-1.637, -2.001, -1.624], [-1.183, -0.676, -1.517], [-1.235, 0.209, -2.628], [-0.526, -0.257, -0.386], [-1.298, -2.514, -2.426], [-2.631, -2.168, -1.532], [-0.839, -0.184, -3.481], [-2.188, 0.423, -2.883], [-0.316, -0.904, 0.351], [-0.365, 0.717, -0.245]]
}


[5]
{
  "formula": "C3H11N4",
  "method": "ωB97M-V with the def2-TZVPD basis set",
  "e_tot_ha": -339.64305,
  "multiplicity": 1,
  "homo_ev": -13.55,
  "e_above_lowest_kj_mol": 201.2,
  "mol_weight_g_mol": 103.1,
  "homo_lumo_gap_ev": 9.755,
  "largest_force_ha_per_bohr": 0.061,
  "total_charge": 1,
  "lumo_ev": -3.79,
  "symbols": ["C", "C", "C", "N", "N", "N", "N", "H", "H", "H", "H", "H", "H", "H", "H", "H", "H", "H"],
  "coordinates": [[1.219, -0.720, -0.812], [-0.350, -0.070, 1.312], [0.351, 0.404, -0.058], [0.710, -1.119, -1.883], [-1.592, -0.868, 1.075], [1.152, 1.561, 0.198], [-0.732, 0.555, -1.132], [2.027, -1.085, -0.178], [0.442, -0.438, 2.022], [-0.650, 0.823, 1.938], [1.103, -1.876, -2.441], [-2.370, -0.628, 1.740], [-1.497, -1.873, 1.352], [0.621, 2.440, 0.273], [2.047, 1.412, 0.598], [-0.605, 1.490, -1.523], [-0.281, -0.428, -1.860], [-1.595, 0.419, -0.620]]
}


[6]
{
  "formula": "C3H11N4",
  "method": "ωB97M-V with the def2-TZVPD basis set",
  "e_tot_ha": -339.50747,
  "multiplicity": 1,
  "homo_ev": [-13.02, -13.16],
  "e_above_lowest_kj_mol": 557.1,
  "mol_weight_g_mol": 103.1,
  "homo_lumo_gap_ev": [7.170, 8.695],
  "largest_force_ha_per_bohr": 0.076,
  "total_charge": 1,
  "lumo_ev": [-5.85, -4.47],
  "symbols": ["C", "C", "C", "N", "N", "N", "N", "H", "H", "H", "H", "H", "H", "H", "H", "H", "H", "H"],
  "coordinates": [[0.392, 1.974, 0.289], [0.247, -2.336, 0.214], [-1.246, -0.613, -0.726], [1.091, 0.996, 0.860], [1.038, 2.672, -0.731], [-0.725, -1.394, 0.441], [0.368, 0.205, 1.576], [-0.626, 2.440, 0.436], [1.008, -1.994, -0.566], [0.679, -2.899, 1.208], [-0.119, -3.182, -0.360], [-2.205, -0.049, -0.482], [-0.496, 0.114, -0.863], [-1.130, -1.214, -1.737], [0.665, 3.612, -0.844], [1.998, 2.533, -0.939], [0.859, -0.552, 2.039], [-0.530, 0.635, 1.917]]
}


[7]
{
  "formula": "C3H11N4",
  "method": "ωB97M-V with the def2-TZVPD basis set",
  "e_tot_ha": -339.71045,
  "multiplicity": 1,
  "homo_ev": -13.76,
  "e_above_lowest_kj_mol": 24.2,
  "mol_weight_g_mol": 103.1,
  "homo_lumo_gap_ev": 10.912,
  "largest_force_ha_per_bohr": 0.024,
  "total_charge": 1,
  "lumo_ev": -2.85,
  "symbols": ["N", "C", "N", "N", "H", "H", "H", "H", "H", "H", "C", "C", "N", "H", "H", "H", "H", "H"],
  "coordinates": [[0.427, -2.063, 2.155], [0.154, -1.368, 1.054], [1.037, -0.565, 0.491], [-1.072, -1.447, 0.524], [1.379, -2.195, 2.460], [-0.183, -2.741, 2.573], [1.822, -0.319, 1.076], [0.723, 0.119, -0.221], [-1.262, -0.876, -0.283], [-1.794, -2.054, 0.875], [0.806, 1.937, -2.078], [-1.213, 2.115, -0.892], [-0.232, 1.381, -1.209], [1.534, 2.424, -1.425], [0.451, 2.653, -2.823], [1.354, 1.143, -2.584], [-1.770, 1.836, -0.001], [-1.573, 2.973, -1.462]]
}


[8]
{
  "formula": "C3H11N4O",
  "method": "ωB97M-V with the def2-TZVPD basis set",
  "e_tot_ha": -414.97743,
  "multiplicity": 1,
  "homo_ev": -13.66,
  "e_above_lowest_kj_mol": 86.1,
  "mol_weight_g_mol": 119.1,
  "homo_lumo_gap_ev": 10.223,
  "largest_force_ha_per_bohr": 0.026,
  "total_charge": 1,
  "lumo_ev": -3.43,
  "symbols": ["C", "N", "C", "N", "H", "H", "H", "H", "H", "H", "H", "N", "C", "N", "O", "H", "H", "H", "H"],
  "coordinates": [[-1.053, 2.300, -0.637], [-1.431, 1.001, -0.085], [-1.374, 0.704, 1.178], [-1.761, -0.445, 1.691], [-1.854, 2.686, -1.261], [-0.131, 2.227, -1.208], [-0.901, 2.997, 0.185], [-1.886, 0.353, -0.700], [-1.028, 1.484, 1.848], [-1.613, -1.306, 1.198], [-1.703, -0.570, 2.696], [0.948, -1.992, -1.198], [1.389, -0.901, -0.407], [2.267, -0.082, -1.066], [1.081, -0.794, 0.762], [0.135, -2.384, -0.737], [0.650, -1.751, -2.140], [2.200, -0.147, -2.068], [2.564, 0.743, -0.572]]
}